[1]
10
Properties=species:S:1:pos:R:3:forces:R:3 method="wB97M-V/def2-TZVPD" total_energy_ha=-1435.17829 smiles="CC(Cl)(Cl)C=S" fmax_ev_per_a=11.3 de_lowest_kcal_mol=50.44 gap_ev=8.4 homo_ha=-0.3411
C 0.148 -0.055 1.511 -4.28 -0.61 10.39
C 0.457 -0.064 0.224 -0.74 -0.16 -7.57
Cl 1.813 -1.145 -0.281 -0.54 1.17 0.14
Cl 0.443 1.817 -0.225 1.46 -0.80 -0.39
C -0.787 -0.336 -0.702 0.13 1.17 0.84
S -2.289 -0.546 -0.116 1.12 -0.32 -0.98
H -0.532 0.848 1.702 0.68 -1.58 -0.13
H 0.968 0.157 2.189 0.30 -0.39 0.05
H -0.585 -1.012 2.036 2.57 2.49 -2.06
H -0.483 0.057 -1.680 -0.69 -0.97 -0.28


[2]
7
Properties=species:S:1:pos:R:3:forces:R:3 method="wB97M-V/def2-TZVPD" total_energy_ha=-299.07328 fmax_ev_per_a=3.0 de_lowest_kcal_mol=165.40 gap_ev="8.1 / 8.8" homo_ha="-0.3212 / -0.3437"
C -0.961 0.089 -0.052 0.05 2.26 1.26
N 1.083 1.124 0.216 -2.79 -0.12 -0.96
N 0.018 -0.793 0.075 -1.86 -0.44 -0.66
O -2.115 0.347 -0.136 2.28 -1.01 -0.25
O 1.231 -0.287 0.298 1.73 -0.30 0.33
H 0.877 1.256 -0.796 0.67 0.10 0.24
H -0.133 -1.736 0.395 -0.08 -0.50 0.04